Entry from the OMol25 dataset: C15H23FeN2 as an isolated structure (the ωB97M-V functional and the def2-TZVPD basis).

Structure (ORCA input):
```
! RIJCOSX wB97M-V def2-TZVPD def2/J DEFGRID3
* xyz -1 5
H -0.03 -1.73 -0.39
H -1.70 -1.94 0.24
H 1.19 0.91 0.08
C -1.18 -1.14 3.12
H -1.16 -1.31 -3.92
H 1.08 0.77 4.83
H 0.10 1.81 -2.51
C -1.10 -1.43 -0.54
H -2.15 -1.58 2.90
H -2.81 1.52 1.80
H -1.61 0.24 4.88
C 0.54 0.11 4.14
H -2.15 0.38 -1.19
N 1.44 -0.29 -2.02
H 2.43 0.79 -3.52
C 2.56 -0.15 -2.97
H 0.42 1.18 -4.20
C 0.07 -1.45 2.44
H -1.39 -1.87 -1.51
H 0.55 -1.45 -4.43
C 0.43 1.27 0.77
C -1.36 0.03 -0.53
H 0.18 -2.19 1.64
H -1.08 3.06 3.21
H 2.61 -1.00 -3.68
C -1.74 1.60 1.64
H -0.04 -2.33 -3.01
H -1.22 1.03 -3.43
Fe -0.31 0.48 2.39
H 1.41 2.69 2.22
H 2.19 -0.72 2.80
H 3.48 -0.13 -2.38
N 0.14 -0.26 -2.64
H 1.50 -1.19 -1.54
C 1.13 -0.68 3.07
C -0.13 -1.39 -3.56
C -0.14 1.02 -3.25
C -0.81 2.39 2.41
C 0.52 2.19 1.87
C -0.89 -0.16 4.16
C -0.98 0.89 0.57
*
```

Calculated values
E_LUMO (spin up / spin down) = 2.89 / 2.63 eV
highest occupied orbital energy (spin up / spin down) = 1.00 / -5.20 eV
<S²> = 6.042

Entry from the OMol25 dataset: C15H23IN5V as an isolated structure (the ωB97M-V functional and the def2-TZVPD basis).

Structure (ORCA input):
```
! RIJCOSX wB97M-V def2-TZVPD def2/J DEFGRID3
* xyz 1 4
H -1.71 -4.77 0.57
H -2.30 1.74 -1.26
H 2.72 4.20 0.99
H -0.66 2.63 -0.55
H -5.96 0.08 0.17
H 0.97 4.18 -0.43
H -1.37 -0.20 2.61
N 2.26 -0.03 0.49
C 1.27 3.17 -0.17
C -2.78 -1.06 0.31
H -4.66 -1.86 0.98
C -0.33 -0.03 2.31
C 2.94 0.77 1.53
H 2.86 -0.05 -0.34
C 1.17 -3.99 -1.01
C -0.91 -4.18 0.14
C -4.88 0.05 0.04
H 0.25 -5.86 -0.46
H 3.85 2.10 0.10
H 3.84 0.24 1.85
C 0.18 -4.78 -0.44
C 3.34 2.16 1.07
H 2.25 -0.99 0.84
H -4.73 1.92 -1.04
H 1.77 -1.97 -1.36
H 0.03 0.77 2.96
C 2.24 3.22 1.01
H 1.66 3.20 1.94
H 2.28 0.82 2.39
N -2.11 -0.05 -0.24
C -0.98 -2.78 0.16
H 1.77 2.75 -1.06
H -2.69 -2.85 1.23
C -4.21 1.07 -0.63
I 0.68 -1.76 3.17
N 0.06 2.35 0.11
N -0.02 -2.01 -0.33
H 4.10 2.52 1.77
V 0.05 0.11 0.20
C -4.17 -1.03 0.50
C 1.02 -2.63 -0.93
N -2.10 -2.19 0.74
H 2.03 -4.42 -1.50
H -0.31 2.63 1.01
C -2.85 0.97 -0.74
*
```

Calculated values
E_LUMO (spin up / spin down) = -2.53 / -2.53 eV
highest occupied orbital energy (spin up / spin down) = -10.15 / -10.57 eV
<S²> = 3.761

Entry from the OMol25 dataset: a 4-piece molecular cluster, C15H23INO8 overall (the ωB97M-V functional and the def2-TZVPD basis).

Structure (ORCA input):
```
! RIJCOSX wB97M-V def2-TZVPD def2/J DEFGRID3
* xyz -1 1
H 3.31 3.89 -4.43
H -5.31 -2.37 -3.81
C 3.15 -1.14 1.69
H 2.35 2.40 -4.42
H -1.16 3.24 5.57
H 2.10 3.60 -3.15
O -3.27 1.90 5.30
C 2.66 1.00 0.74
O -5.56 -2.64 -4.70
C 2.85 3.13 -3.79
C -4.39 -2.59 -5.51
H 5.71 -0.11 -0.29
C 3.87 0.97 0.07
H 4.26 3.07 -2.46
H 4.15 1.80 -0.56
N 1.01 0.04 2.24
H -2.54 -2.75 -2.69
H -4.68 -2.90 -6.51
O 3.82 2.43 -3.02
H -1.97 -1.15 -1.09
H 2.90 -1.99 2.31
C -2.13 -2.98 -1.70
O -0.76 0.30 -0.84
H 2.00 1.84 0.62
C 2.29 -0.06 1.57
H -2.61 -3.90 -1.35
H -2.14 -0.85 1.24
O -2.40 -1.96 -0.77
I 1.03 -0.91 4.08
H -1.39 -1.50 2.67
C 4.38 -1.16 1.03
C -0.11 -0.34 1.35
C -2.22 1.59 4.81
C -1.43 -0.62 2.04
C 4.75 -0.10 0.22
H -1.06 -3.16 -1.81
H 0.16 -1.24 0.79
H -3.99 -1.58 -5.56
H -0.68 2.75 3.91
O -0.15 1.94 0.58
H -3.62 -3.28 -5.14
O -2.07 0.40 4.14
O -2.59 1.48 2.24
C -0.36 0.77 0.25
H 5.05 -1.99 1.16
C -2.07 0.53 2.75
C -0.97 2.40 4.91
H -0.15 1.80 5.31
*
```

Calculated values
E_LUMO = 2.20 eV
highest occupied orbital energy = -5.30 eV

Entry from the OMol25 dataset: C15H23N2PdSe as an isolated structure (the ωB97M-V functional and the def2-TZVPD basis).

Structure (ORCA input):
```
! RIJCOSX wB97M-V def2-TZVPD def2/J DEFGRID3
* xyz 3 1
H -4.08 -1.62 -0.72
C -1.08 -1.43 -0.32
H 1.75 -2.20 1.55
N 2.94 1.73 -0.70
C -0.40 -1.50 3.37
H 0.21 -1.78 -2.03
H 2.99 0.81 1.19
H -3.35 -0.25 -1.51
H 1.68 -2.10 -0.23
H -4.26 -0.04 0.01
C 0.14 2.87 -2.73
H -3.71 -1.42 3.06
C 2.56 2.33 -2.79
H 0.11 2.65 -3.79
C -3.25 -0.52 2.62
C 1.13 -2.38 0.68
H 4.53 0.84 0.32
H 3.92 2.32 1.06
C -0.19 -1.69 0.77
C -2.33 -0.95 0.24
C -2.21 -0.90 1.66
H -0.87 -2.39 3.83
C 3.53 1.92 -1.88
H -1.43 -1.18 -2.42
H -4.06 0.06 2.17
H -0.71 2.41 -2.24
H 4.59 1.78 -2.03
C -3.55 -0.68 -0.53
N 1.39 2.38 -2.15
H 2.67 2.60 -3.83
C 3.63 1.40 0.54
Se 0.41 2.49 0.60
H 0.68 -1.65 3.42
Pd 0.41 0.27 -0.16
C 1.58 1.97 -0.84
H 0.99 -3.47 0.61
H -2.84 0.03 3.47
H 0.08 3.95 -2.60
C -0.90 -1.35 2.00
H -0.69 -0.66 4.00
H -1.17 -2.84 -1.91
C -0.85 -1.80 -1.74
*
```

Calculated values
E_LUMO (spin up / spin down) = -13.21 / -13.30 eV
highest occupied orbital energy (spin up / spin down) = -18.35 / -18.14 eV

Entry from the OMol25 dataset: C15H23N3O in the gas phase (the ωB97M-V functional and the def2-TZVPD basis).

Structure (ORCA input):
```
! RIJCOSX wB97M-V def2-TZVPD def2/J DEFGRID3
* xyz 0 1
C -2.64 0.15 0.81
H -2.34 1.95 1.96
H 5.60 -0.82 -2.35
H -5.24 -0.15 2.79
H 2.58 -1.07 -2.44
C -4.45 1.53 1.90
H -5.71 -1.56 1.00
O 1.81 0.92 -1.18
C -3.56 -1.10 0.81
C 4.63 -0.67 -2.88
C -0.55 -1.12 1.57
H -4.51 2.04 0.97
C -0.31 0.44 -0.21
C 0.86 -1.20 1.53
H 1.28 -1.91 3.33
H -5.32 -0.29 -0.10
H 4.72 2.19 -1.80
H 5.51 1.08 -3.75
C 3.94 1.64 -2.32
H 3.72 -1.37 -1.07
C -1.14 -0.19 0.73
N 1.59 -1.94 2.39
H -3.42 -1.67 1.72
H -3.37 -1.77 -0.01
C 3.24 0.71 -1.35
H -0.76 1.21 -0.90
N -5.27 0.31 1.91
C -5.08 -0.66 0.85
N 1.65 -0.63 0.62
H -2.83 0.49 2.94
C 1.06 0.22 -0.23
H -2.89 0.79 -0.04
H 4.57 -1.43 -3.66
C 3.49 -0.71 -1.89
H 3.84 0.74 -4.28
H -4.63 2.25 2.74
H 3.25 2.41 -2.72
H -1.11 -1.65 2.30
C -3.01 1.07 1.98
H 3.72 0.87 -0.38
H 2.56 -1.82 2.15
C 4.53 0.73 -3.44
*
```

Calculated values
structure (SMILES) = Nc1cc(C2CCNCC2)cc(OC2CCCC2)n1
E_LUMO = 0.93 eV
highest occupied orbital energy = -7.91 eV

Entry from the OMol25 dataset: a 2-piece molecular cluster, C15H23N3O2S2 overall (the ωB97M-V functional and the def2-TZVPD basis).

Structure (ORCA input):
```
! RIJCOSX wB97M-V def2-TZVPD def2/J DEFGRID3
* xyz 0 1
H 1.89 2.36 0.75
H -2.21 -0.48 -4.65
H -0.51 -0.10 -5.01
H -5.19 -0.24 -1.56
C -2.94 -1.42 -0.11
H 0.71 -0.19 3.09
C -1.40 0.23 -4.46
H 4.05 2.46 3.50
S 0.49 -4.06 1.09
N -1.10 0.27 -3.03
S -4.54 -1.00 0.63
C 2.30 1.21 3.38
C -1.87 -0.33 0.04
H 2.61 1.90 -0.81
H 1.27 -0.02 0.04
H -1.70 1.22 -4.81
H 0.23 -2.27 2.66
C -0.89 -0.81 -2.27
C 0.49 1.65 -0.70
N 0.46 0.35 -0.43
H -4.49 1.08 -0.59
C 1.74 0.05 2.83
C -0.60 -0.62 -0.77
H -1.61 -0.24 1.10
O -0.91 -1.95 -2.74
H -0.24 -1.60 -0.44
C 3.61 1.56 3.07
C 2.49 -0.78 1.98
H -6.15 0.53 -0.28
C 0.87 -2.64 1.86
C 1.77 2.38 -0.33
H 1.70 3.41 -0.67
C 4.37 0.76 2.21
O -0.43 2.27 -1.22
N 1.99 -1.96 1.43
H -2.57 -2.33 0.37
H 5.39 1.03 1.97
H 2.58 -2.46 0.76
C -5.15 0.21 -0.57
C 3.81 -0.41 1.67
H 1.71 1.84 4.05
H -1.05 1.17 -2.57
H -3.10 -1.64 -1.16
H 4.41 -1.03 1.02
H -2.29 0.62 -0.29
*
```

Calculated values
structure (SMILES) = CNC(=O)[C@H](CCSC)NC(C)=O.S=CNc1ccccc1
E_LUMO = -0.42 eV
highest occupied orbital energy = -8.39 eV

no.,strongest force on any atom (hartree/bohr),total energy (a.u.)
1,0.059,-1958.2731
2,0.004,-2100.7125
3,0.012,-1539.7717
4,0.062,-3223.0437
5,0.047,-824.8695
6,0.052,-1696.5341